1.
23
Properties=species:S:1:pos:R:3:forces:R:3:mulliken_charge:R:1 method="wB97M-V/def2-TZVPD" homo_ev=-9.10 gap_ev=4.5 multiplicity=1 total_energy_ha=-441.5770 relative_energy_kcal_mol=191.3
C -0.6577 1.3798 -1.0565 -0.6 0.3 0.3 -1.34
C -0.4083 -0.0558 -0.5270 -2.9 -0.3 -2.5 0.73
C -1.7544 -0.6926 -0.2451 0.9 0.2 2.1 -1.42
C 1.8102 -0.4864 -1.1603 -1.1 0.0 -2.2 -0.67
N 0.4000 -0.9213 -1.3100 2.3 1.9 4.2 -0.13
H 0.1969 2.0289 -1.0817 0.5 0.1 -0.2 0.40
H -1.1534 1.2791 -2.0239 0.4 -0.1 -0.2 0.44
H -1.4218 1.8825 -0.4389 0.6 -0.5 0.2 0.33
H -1.5133 -1.7545 -0.1015 -1.1 0.1 -0.6 0.40
H -2.5813 -0.3062 -0.8308 0.0 -0.5 -0.4 0.37
H 2.3898 -1.3755 -1.3473 0.6 0.1 0.1 0.37
H 2.0064 0.2951 -1.9169 0.1 -0.3 0.0 0.34
H 1.9679 0.0549 -0.2178 0.0 -0.3 0.7 0.21
H 0.3962 -1.8961 -0.7311 -0.7 -1.5 0.6 0.47
H 1.9150 0.7989 2.3230 0.0 -0.4 0.0 0.22
H -1.1446 1.8762 2.7694 0.1 -0.1 0.0 0.23
O 1.3366 0.9450 1.5672 0.2 -0.3 -1.0 -0.66
H 0.0295 0.0400 0.5179 1.3 0.1 0.4 0.21
H 0.2124 1.3455 1.8013 -1.1 1.1 0.5 0.34
O -0.8345 1.8890 1.8587 0.4 -0.6 -0.1 -0.73
H 0.4001 -3.4781 0.7177 0.1 0.0 -0.4 0.21
H -1.9175 -0.3306 0.7972 -0.5 -0.1 -0.5 0.35
O 0.3257 -2.5175 0.6362 0.3 1.0 -1.0 -0.68


2.
10
Properties=species:S:1:pos:R:3:forces:R:3:mulliken_charge:R:1 method="wB97M-V/def2-TZVPD" homo_ev=-9.70 gap_ev=8.9 multiplicity=1 total_energy_ha=-7913.2889 relative_energy_kcal_mol=42.1
C -1.0708 0.8226 -1.0255 0.0 -1.1 -1.5 0.00
C -0.4621 -0.3919 -0.4712 4.8 0.3 0.8 -0.44
C 0.9905 -0.0151 1.0389 0.2 -1.6 -3.2 -0.31
O -1.8267 1.5038 -0.4385 -1.5 1.5 2.1 -0.38
Br 0.5316 -1.4829 -1.7828 -0.3 0.8 0.4 -0.08
Br 0.9155 -1.6739 2.0019 0.0 -0.2 0.0 -0.04
Br 0.7716 1.4059 2.2266 -0.2 0.6 -0.3 0.00
H -0.9524 1.0289 -2.0872 0.9 -0.1 -0.6 0.34
H -0.8996 -1.1403 0.0899 -1.8 -0.7 1.2 0.53
H 2.0023 -0.0572 0.4479 -2.2 0.6 1.1 0.38


3.
95
Properties=species:S:1:pos:R:3:forces:R:3:mulliken_charge:R:1 method="wB97M-V/def2-TZVPD" homo_ev=-7.89 gap_ev=6.6 multiplicity=1 total_energy_ha=-3855.9890
C 0.5300 -3.9472 -2.0109 0.1 0.2 0.1 -0.51
C -0.4775 -2.9829 -2.0473 0.0 0.4 -0.2 -0.50
C -0.1470 -1.6291 -2.1986 0.0 -0.3 0.2 -0.02
C 1.2013 -1.2291 -2.2855 0.0 -0.3 0.1 0.66
Si 1.6462 0.5826 -2.3399 -0.2 -0.3 -1.0 0.23
C 3.3145 0.8714 -3.1410 0.3 -0.1 0.0 0.45
C 3.4187 1.5642 -4.3623 0.3 0.0 0.2 -0.61
C 4.6729 1.8317 -4.9274 -0.2 -0.2 0.2 -0.71
C 5.8371 1.3893 -4.2929 -0.3 0.0 0.1 -0.61
C 5.7452 0.6784 -3.0934 -0.3 -0.1 0.2 -1.15
C 4.4918 0.4080 -2.5263 0.3 0.4 -0.4 -0.32
C 0.3219 1.4063 -3.3401 -0.2 0.3 -0.1 0.62
C -0.1923 0.7470 -4.4733 -0.3 0.4 -0.1 -0.09
C -1.2566 1.3071 -5.1974 0.3 -0.1 0.2 -0.71
C -1.8174 2.5233 -4.7904 0.4 -0.2 0.1 -0.64
C -1.2850 3.1916 -3.6856 0.2 0.1 0.1 -0.55
C -0.2083 2.6520 -2.9710 -0.4 -0.3 -0.5 -0.17
C 1.5708 1.3652 -0.6072 0.1 0.2 0.0 1.24
C 2.5690 2.5132 -0.3430 -0.4 0.2 0.0 -0.81
C 3.5678 1.9944 0.6946 0.6 -0.5 0.2 -0.91
C 2.9146 0.7647 1.3681 0.5 0.5 0.9 -0.61
N 1.7457 0.4554 0.5417 -1.7 -1.9 0.7 1.24
C 0.9147 -0.5205 0.8414 1.7 1.9 -1.1 -1.73
C 0.8149 -1.1883 2.1546 0.5 -0.7 1.2 0.89
C 1.0995 -2.6657 2.0836 0.4 0.0 0.1 0.33
C 2.1293 -3.1996 2.8421 0.0 0.1 0.0 -0.52
C 2.3830 -4.5636 2.7625 -0.1 0.1 0.0 -0.75
C 1.5767 -5.3678 1.9581 0.2 -0.1 -0.1 -0.72
C 0.4976 -4.8196 1.2612 0.2 -0.1 0.0 -1.21
C 0.2424 -3.4548 1.3284 0.3 -0.9 -0.5 -0.09
C 2.2020 -2.2097 -2.2539 -0.3 -0.3 0.3 -0.58
C 1.8676 -3.5589 -2.0822 0.1 0.2 -0.2 -0.66
H 0.2723 -4.9997 -1.9020 0.1 0.2 0.0 0.42
H -1.5276 -3.2654 -1.9358 0.3 0.1 -0.1 0.40
H -0.9474 -0.8782 -2.2117 0.3 -0.3 0.0 0.32
H 2.5087 1.9029 -4.8682 0.3 -0.1 0.2 0.32
H 4.7331 2.3865 -5.8656 0.0 -0.2 0.3 0.40
H 6.8116 1.5983 -4.7324 -0.2 0.0 0.1 0.37
H 6.6448 0.3304 -2.5835 -0.2 0.1 -0.2 0.40
H 4.4373 -0.1789 -1.6031 0.1 0.3 -0.2 0.58
H 0.2318 -0.2154 -4.7891 -0.2 0.4 0.2 0.42
H -1.6433 0.7793 -6.0733 0.1 0.2 0.3 0.39
H -2.6644 2.9417 -5.3346 0.2 -0.1 0.2 0.38
H -1.7118 4.1380 -3.3590 0.0 -0.2 -0.1 0.40
H 0.1987 3.1942 -2.1147 -0.2 -0.1 -0.2 0.17
H 0.5432 1.7578 -0.5840 0.1 -0.4 0.4 -0.80
H 3.0697 2.8184 -1.2666 0.0 0.0 0.2 0.50
H 2.0029 3.3741 0.0401 0.3 -0.2 0.0 0.50
H 4.4998 1.6601 0.2123 -0.3 0.3 0.1 0.28
H 3.8270 2.7541 1.4486 -0.1 -0.3 -0.4 0.42
H 3.5808 -0.1237 1.4300 -0.5 0.5 -0.2 0.42
H 2.6189 1.0117 2.4080 -0.1 -0.2 -0.7 0.29
H 0.2261 -0.8675 0.0780 -0.2 0.5 0.0 -0.16
H 1.3112 -0.6675 2.9874 0.2 -0.2 -0.5 1.09
H 2.6597 -2.5288 3.5326 0.0 -0.5 -0.4 0.40
H 3.2037 -4.9722 3.3405 -0.1 -0.2 -0.1 0.44
H 1.8157 -6.4278 1.8528 -0.2 0.3 0.1 0.41
H -0.1430 -5.4623 0.6580 0.1 0.2 0.2 0.52
H -0.6261 -3.0321 0.8105 0.5 -0.2 0.2 0.60
H 3.2487 -1.9139 -2.3549 -0.3 -0.2 0.1 0.30
H 2.6614 -4.3005 -1.9939 -0.2 0.1 -0.1 0.44
F -2.6514 -1.2928 4.1942 1.6 -1.3 -0.8 -0.21
C -1.5748 -1.9768 3.6611 -0.5 -1.2 1.0 0.58
F -0.6508 -2.1839 4.6275 -0.8 -0.1 -0.1 -0.25
F -2.0134 -3.2031 3.1996 0.0 1.1 1.3 -0.22
S -0.9371 -1.0922 2.3054 -2.8 2.7 -1.2 -0.05
N -4.0462 1.4571 1.1273 3.3 -0.1 0.0 -0.60
S -2.5564 2.1176 0.6953 -2.6 -0.5 -1.3 1.17
C -1.3644 2.8634 1.8659 0.5 0.7 0.0 -0.37
C -1.0978 4.2101 1.5897 -0.1 0.1 0.3 -0.50
C -0.0757 4.8994 2.2438 0.0 -0.3 0.3 -0.57
C 0.7849 4.2129 3.1104 0.1 -0.2 -0.2 -0.77
C 0.6685 2.8143 3.2334 -0.5 0.6 0.0 -0.39
C -0.4447 2.1768 2.6618 0.2 -0.7 0.3 0.03
O -1.7042 1.1007 0.0992 0.7 0.1 -0.2 -0.22
O -2.9091 3.2733 -0.1149 0.4 -0.5 0.4 -0.76
S -4.3029 -0.0740 0.5342 -0.1 0.1 0.9 1.20
C -5.3937 -0.7059 1.8142 0.0 0.1 -0.2 0.15
C -5.4312 -2.0490 2.2029 -0.3 0.3 0.1 -0.22
C -6.4033 -2.4449 3.1343 0.2 0.2 -0.1 -0.66
C -7.2928 -1.5050 3.6672 0.0 0.1 -0.4 -0.36
C -7.2275 -0.1679 3.2612 0.3 -0.1 0.0 -0.61
C -6.2471 0.2329 2.3549 -0.6 -0.1 0.4 -0.53
O -5.0606 0.0854 -0.6849 0.2 -0.4 0.2 -0.72
O -3.2138 -1.0419 0.5582 -0.2 0.3 -0.4 -0.39
H -1.6951 4.7169 0.8430 -0.1 0.0 0.2 0.57
H 0.0015 5.9780 2.0633 0.2 -0.5 0.2 0.39
H 1.5312 4.7531 3.7010 -0.1 -0.2 -0.4 0.40
H 1.4183 2.2393 3.8062 -0.7 0.4 -0.1 0.46
H -0.5792 1.1051 2.8548 0.0 0.7 -0.2 0.40
H -4.7037 -2.7521 1.8047 -0.2 0.1 0.0 0.41
H -6.4806 -3.4951 3.4281 0.1 0.4 0.0 0.36
H -8.0606 -1.8188 4.3720 0.2 0.0 -0.1 0.37
H -7.9318 0.5754 3.6241 0.1 -0.2 0.2 0.36
H -6.0892 1.2686 2.0680 -0.4 -0.2 0.1 0.44


4.
13
Properties=species:S:1:pos:R:3:forces:R:3:mulliken_charge:R:1 method="wB97M-V/def2-TZVPD" homo_ev=-7.21 gap_ev=8.0 multiplicity=1 total_energy_ha=-340.6035 smiles="OC1=C2N[C@@H]2CN1" relative_energy_kcal_mol=120.1
N -1.1313 0.9811 -0.3426 -1.0 -0.1 0.4 -0.44
C -0.9733 -0.0657 0.7452 0.0 -0.3 0.2 -0.89
C -0.1616 -1.1296 0.1356 -0.1 -0.1 0.0 0.75
O -0.5408 -2.3878 0.1121 -0.1 0.3 0.0 -0.42
N 1.0091 -0.7895 -0.3355 -0.1 -0.2 -0.1 -0.11
C 1.1008 0.6893 -0.3723 -0.5 0.1 -0.2 -0.65
C -0.0149 1.0877 0.5955 -0.4 0.4 -0.2 -0.20
H 0.3042 0.9865 -1.1910 3.3 -0.1 -0.4 0.39
H -1.9347 1.5797 -0.2473 -0.3 0.0 0.7 0.20
H -1.4042 -2.3740 0.5656 0.0 -0.1 0.0 0.35
H 1.6155 -1.4100 -0.8594 -0.2 0.1 0.1 0.23
H 2.1411 0.9895 -0.1655 -0.6 0.2 -0.5 0.36
H 0.0836 1.9107 1.3035 -0.1 -0.2 -0.1 0.45


5.
9
Properties=species:S:1:pos:R:3:forces:R:3:mulliken_charge:R:1 method="wB97M-V/def2-TZVPD" homo_ev=-10.61 gap_ev=10.3 multiplicity=1 total_energy_ha=-1179.3353 relative_energy_kcal_mol=74.8
F 1.1842 -1.7145 -1.3213 -1.2 3.2 2.6 -0.59
F 1.2519 1.2224 -0.9210 -1.1 -1.8 1.4 -0.29
Si -1.7513 0.2934 0.0675 0.5 0.1 -0.1 0.19
Si 0.6182 -0.0313 0.0178 2.3 -1.3 -3.8 0.84
S 2.0458 -0.3863 1.5565 -0.6 0.0 -0.6 -0.28
H -2.1075 -0.1427 1.5160 -0.1 0.5 -1.3 -0.03
H -1.6737 1.7839 -0.2759 -0.3 -0.8 0.6 -0.03
H -2.4169 -0.3867 -1.1337 0.4 0.2 1.1 0.00
H 2.8493 -0.6380 0.4940 0.1 0.0 0.3 0.19


6.
7
Properties=species:S:1:pos:R:3:forces:R:3:mulliken_charge:R:1 method="wB97M-V/def2-TZVPD" homo_ev=-8.90 gap_ev=9.2 multiplicity=1 total_energy_ha=-157.2180 relative_energy_kcal_mol=63.8
B -0.4416 -0.5575 0.1543 4.7 1.8 -0.2 0.36
N 1.4972 0.2236 0.1645 -3.9 -2.1 0.4 -0.69
O -1.2661 0.4457 0.0304 -0.5 1.0 0.0 -0.37
H -0.6135 -1.7061 0.2127 0.0 -0.5 0.1 -0.03
H 1.2686 1.2102 0.2361 -0.1 0.1 -0.3 0.20
H 1.7737 0.0383 -0.7960 0.0 0.1 -0.1 0.20
H -2.2183 0.3458 -0.0020 -0.2 -0.3 0.1 0.33


7.
15
Properties=species:S:1:pos:R:3:forces:R:3:mulliken_charge:R:1 method="wB97M-V/def2-TZVPD" homo_ev=-9.68 gap_ev=10.5 multiplicity=1 total_energy_ha=-324.9232 smiles="CN(C)C=O.O" relative_energy_kcal_mol=31.0
C -0.1884 -0.8030 0.6243 -1.4 -0.7 0.1 0.10
N -0.9632 0.1963 0.1278 2.4 0.8 -0.2 0.12
C -0.3602 1.5119 0.3379 -0.8 2.2 -0.3 -0.75
C -1.9280 0.0854 -0.9564 0.6 1.1 1.9 -1.02
O 0.7916 -0.6319 1.3300 -0.1 -0.1 -0.2 -0.64
H -0.6366 -1.8150 0.4429 0.4 0.4 -0.1 0.31
H 0.6068 1.7439 -0.2599 -1.6 -0.8 0.9 0.23
H -1.1833 2.2659 -0.0224 1.7 -1.1 0.8 0.27
H -0.1766 1.6591 1.4445 -0.1 -0.1 -1.4 0.29
H -1.5987 0.3721 -1.9293 0.7 0.0 -0.7 0.29
H -2.2759 -0.8823 -0.8689 -1.0 -2.1 -0.5 0.40
H -2.6914 0.7641 -0.6401 -0.9 0.3 -0.2 0.38
H 2.6468 -1.2982 -1.3056 -0.2 0.7 0.1 0.29
H 2.1375 -0.5295 -0.0865 0.0 0.2 -0.4 0.35
O 2.3051 -0.4206 -1.0430 0.3 -0.9 0.2 -0.64


8.
14
Properties=species:S:1:pos:R:3:forces:R:3:mulliken_charge:R:1 method="wB97M-V/def2-TZVPD" homo_ev=-9.83 gap_ev=10.7 multiplicity=1 total_energy_ha=-324.6654 smiles="C#C[C@H](C)C(N)=O" relative_energy_kcal_mol=37.0
C 0.3914 -1.4146 -0.5447 0.0 -0.2 0.0 -1.36
C 1.1592 0.8485 -0.5551 0.3 0.3 -0.4 -1.04
C 1.8440 1.4018 -1.3759 -0.3 -0.2 0.3 0.23
O -1.7166 0.8101 -0.6379 0.2 -0.2 0.4 -0.58
C -1.1019 0.4432 0.3430 -0.2 0.0 -0.2 0.34
N -1.6664 0.4123 1.5883 0.1 0.1 0.0 -0.38
C 0.3449 -0.0792 0.2395 0.1 0.0 -0.1 0.60
H 0.2330 -2.2878 0.0942 -0.1 0.2 0.0 0.34
H 1.3718 -1.5038 -1.0226 -0.2 -0.1 0.2 0.37
H -0.3642 -1.3882 -1.3339 0.1 0.0 0.1 0.33
H 2.4337 1.8465 -2.1459 -0.1 0.1 0.2 0.42
H -2.5804 0.8330 1.6812 0.2 -0.1 0.0 0.24
H -1.1185 0.2957 2.4267 0.0 0.0 -0.2 0.21
H 0.7701 -0.2175 1.2430 0.0 0.1 -0.2 0.28